6 unconnected molecules or ions with the total composition C25H34F8O16 in a non-equilibrium geometry, computed with wB97M-V/def2-TZVPD.

Structure (ORCA input):
```
! wB97M-V def2-TZVPD RIJCOSX def2/J DEFGRID3
* xyz 0 1
C 1.815 -4.229 -6.476
C 2.483 -3.866 -5.137
C 1.848 -2.579 -4.589
O 1.022 -3.070 -3.547
C 1.391 -4.324 -3.208
O 1.095 -4.843 -2.177
O 2.153 -4.850 -4.181
H 0.745 -4.054 -6.552
H 2.168 -5.213 -6.791
H 2.212 -3.619 -7.300
H 3.538 -3.674 -5.323
H 1.266 -2.001 -5.308
H 2.588 -1.853 -4.232
C -4.489 4.281 0.142
C -3.924 4.933 -1.120
C -2.464 5.490 -0.998
O -1.992 5.219 -2.329
C -2.817 4.354 -2.973
O -2.591 3.909 -4.045
O -3.892 4.061 -2.219
H -5.548 4.099 -0.035
H -4.440 4.985 0.973
H -3.905 3.392 0.375
H -4.509 5.840 -1.297
H -1.883 4.938 -0.260
H -2.498 6.564 -0.859
C -2.834 0.419 1.997
C -4.194 -0.111 1.644
C -4.382 -0.823 0.290
O -5.173 -1.934 0.628
C -5.300 -2.040 1.989
O -6.033 -2.839 2.471
O -4.566 -1.113 2.596
H -2.410 1.142 1.296
H -2.105 -0.395 1.998
H -2.881 0.905 2.971
H -4.942 0.687 1.708
H -3.381 -1.053 -0.082
H -4.848 -0.053 -0.324
C -1.209 1.737 -1.572
C -0.012 0.780 -1.594
C 0.608 0.658 -2.996
O 2.010 0.752 -2.692
C 2.183 1.333 -1.497
O 3.223 1.645 -0.999
O 1.048 1.216 -0.790
H -1.978 1.307 -2.215
H -1.008 2.780 -1.818
H -1.626 1.808 -0.562
H -0.375 -0.194 -1.257
H 0.388 1.424 -3.742
H 0.466 -0.330 -3.434
C 2.343 -4.341 2.025
C 1.446 -3.141 2.198
C 1.474 -2.138 1.017
O 0.104 -1.877 0.721
C -0.644 -2.818 1.314
O -1.793 -2.994 1.054
O 0.064 -3.590 2.156
H 2.254 -5.010 2.880
H 3.391 -4.043 1.965
H 2.080 -4.886 1.119
H 1.548 -2.608 3.146
H 2.011 -2.643 0.211
H 1.975 -1.207 1.274
C 3.512 1.529 2.465
C 4.649 1.872 3.413
C 5.109 0.676 4.251
F 5.638 -0.277 3.451
F 6.049 1.087 5.168
F 5.717 2.365 2.712
F 4.255 2.905 4.211
O 2.522 0.777 3.186
C 1.271 1.328 3.367
C 0.546 0.208 4.141
F 1.269 -0.199 5.208
F -0.727 0.394 4.546
F 1.375 2.479 4.053
F 0.730 1.593 2.175
H 3.827 0.877 1.654
H 3.125 2.453 2.039
H 4.334 0.260 4.902
H 0.506 -0.629 3.431
*
```

As for the HOMO energy: -10.70 eV. As for the SMILES: FC(F)C(F)(F)COC(F)(F)C(F)F.C[C@H]1COC(=O)O1.C[C@H]1COC(=O)O1.C[C@H]1COC(=O)O1.C[C@H]1COC(=O)O1.C[C@H]1COC(=O)O1. The orbital gap comes out at 10.94 eV. Its LUMO energy is 0.2 eV.

3 unconnected molecules or ions with the total composition C14H36BClFO17P4S2 in a non-equilibrium geometry, computed with wB97M-V/def2-TZVPD.

Structure (ORCA input):
```
! wB97M-V def2-TZVPD RIJCOSX def2/J DEFGRID3
* xyz -1 1
O 7.904 2.921 -3.790
P 7.428 2.574 -2.319
O 7.692 3.967 -1.273
O 8.526 1.320 -1.706
B 5.614 1.953 -2.274
S 5.055 1.638 -4.040
O 6.034 0.717 -4.817
O 5.021 3.050 -4.743
F 3.483 0.941 -4.139
O 4.551 2.837 -1.709
C 4.059 2.197 -0.444
Cl 3.025 0.689 -0.926
C 5.474 1.471 -0.026
P 5.563 0.372 1.535
O 7.271 0.369 2.025
O 5.267 -1.288 0.974
S 4.380 0.918 2.982
O 5.729 0.787 -1.330
H 8.669 3.951 -0.978
H 8.227 0.414 -2.027
H 3.577 2.904 0.358
H 6.144 2.386 0.268
H 7.720 1.062 1.423
H 6.096 -1.464 0.404
O -1.695 1.003 -1.696
P -2.556 1.972 -2.542
O -1.557 3.274 -2.320
C -0.356 3.323 -3.069
C -0.626 3.664 -4.522
O -3.636 2.331 -1.328
C -3.865 1.414 -0.270
C -2.977 1.738 0.920
O -3.518 3.054 -3.488
C -4.171 2.441 -4.592
C -5.118 1.340 -4.158
H 0.181 2.373 -2.984
H 0.273 4.100 -2.625
H -1.142 2.839 -5.023
H 0.309 3.852 -5.057
H -1.268 4.547 -4.605
H -3.730 0.383 -0.609
H -4.913 1.510 0.029
H -1.925 1.835 0.637
H -3.063 0.964 1.689
H -3.269 2.699 1.360
H -3.415 2.050 -5.280
H -4.728 3.222 -5.117
H -4.572 0.507 -3.704
H -5.674 0.951 -5.016
H -5.828 1.708 -3.410
O -3.748 -2.678 2.388
P -3.009 -3.543 3.438
O -2.419 -2.250 4.290
C -3.310 -1.560 5.148
C -3.604 -2.365 6.399
O -1.656 -3.809 2.506
C -1.734 -3.760 1.090
C -1.366 -2.376 0.582
O -2.183 -4.508 4.612
C -2.839 -5.729 4.929
C -2.999 -6.625 3.715
H -4.234 -1.315 4.615
H -2.828 -0.618 5.427
H -4.202 -3.249 6.158
H -4.164 -1.766 7.124
H -2.679 -2.716 6.867
H -2.723 -4.072 0.741
H -1.019 -4.489 0.695
H -1.932 -1.588 1.085
H -1.541 -2.301 -0.496
H -0.307 -2.170 0.777
H -3.814 -5.505 5.372
H -2.236 -6.237 5.686
H -3.668 -6.171 2.977
H -3.420 -7.591 4.004
H -2.036 -6.788 3.222
*
```

As for the HOMO energy: -6.55 eV. The orbital gap comes out at 6.00 eV. Its LUMO energy is -0.6 eV.

A molecular structure, C24H45FP2V in a non-equilibrium geometry, computed with wB97M-V/def2-TZVPD.

Structure (ORCA input):
```
! wB97M-V def2-TZVPD RIJCOSX def2/J DEFGRID3
* xyz 1 3
V -1.138 -0.039 0.806
C -2.636 -1.345 1.228
C -1.683 -1.338 2.307
C -2.474 0.829 2.063
C -3.141 0.001 1.100
C -1.561 0.013 2.790
C -2.719 -2.374 0.188
H -1.839 -3.016 0.205
H -2.714 -1.886 -0.801
H -3.602 -2.982 0.262
C -3.904 0.582 -0.026
H -4.736 -0.062 -0.344
H -3.267 0.724 -0.934
H -4.290 1.560 0.297
C -2.520 2.311 1.978
H -3.557 2.593 1.744
H -1.811 2.702 1.219
H -2.191 2.779 2.891
C -0.376 0.444 3.532
H -0.208 -0.180 4.405
H -0.447 1.475 3.829
H 0.531 0.340 2.904
C -0.893 -2.498 2.807
H -1.480 -3.312 3.248
H -0.164 -2.186 3.566
H -0.310 -2.921 1.986
C 2.334 -1.858 -1.853
C 2.082 -3.149 -1.432
C 2.785 -3.919 -0.490
C 3.903 -3.322 0.336
C 3.366 -2.173 1.208
C 3.529 -0.883 0.982
C 3.707 -0.170 -0.318
C 3.482 -0.952 -1.677
H 2.856 -5.022 -0.621
H 4.749 -2.976 -0.300
H 1.265 -4.493 0.288
H 4.469 -1.356 -1.990
H 1.516 -1.438 -2.440
H 1.297 -3.678 -1.983
H 3.225 -0.129 -2.377
H 3.058 0.710 -0.345
H 3.306 -0.200 1.806
H 4.719 0.266 -0.335
H 4.273 -4.104 1.037
H 2.903 -2.539 2.140
P -1.877 -0.453 -3.186
C -3.700 -0.408 -3.556
H -3.906 -0.499 -4.630
H -4.108 0.539 -3.187
H -4.180 -1.238 -3.026
C -1.442 0.976 -4.285
H -1.744 0.808 -5.327
H -0.358 1.128 -4.243
H -1.939 1.874 -3.903
C -1.491 -1.736 -4.478
H -1.877 -1.455 -5.468
H -1.931 -2.696 -4.186
H -0.405 -1.870 -4.550
P 1.159 3.551 1.283
C 1.472 4.222 2.985
H 1.961 5.205 2.958
H 2.116 3.516 3.524
H 0.518 4.304 3.520
C 2.732 4.237 0.567
H 2.929 5.256 0.924
H 2.658 4.249 -0.525
H 3.576 3.595 0.844
C 0.111 4.969 0.712
H 0.619 5.933 0.835
H -0.826 4.970 1.279
H -0.111 4.809 -0.348
F 0.355 -4.614 0.583
*
```

As for the HOMO energy (alpha / beta): -8.50 / -8.10 eV. The orbital gap (alpha / beta) comes out at 3.02 / 3.13 eV. Its LUMO energy (alpha / beta) is -5.5 / -5.0 eV.

2 unconnected molecules or ions with the total composition C3H8O2, computed with wB97M-V/def2-TZVPD.

Structure (ORCA input):
```
! wB97M-V def2-TZVPD RIJCOSX def2/J DEFGRID3
* xyz 0 1
C -1.335 1.022 -0.169
C 0.090 -1.252 0.059
O 0.074 -1.544 -1.116
C 1.211 -0.364 0.579
O 1.670 0.432 -0.481
H -1.595 2.048 -0.407
H -1.514 0.831 0.895
H -1.932 0.328 -0.766
H -0.691 -1.617 0.750
H 1.394 -0.064 -1.275
H 0.897 0.268 1.419
H 2.007 -1.034 0.931
H -0.277 0.947 -0.419
*
```

As for the HOMO energy: -10.39 eV. As for the SMILES: O=CCO.C. The orbital gap comes out at 11.25 eV. Its LUMO energy is 0.9 eV.

A molecular structure, C6H12OS in a non-equilibrium geometry, computed with wB97M-V/def2-TZVPD.

Structure (ORCA input):
```
! wB97M-V def2-TZVPD RIJCOSX def2/J DEFGRID3
* xyz 0 1
C -0.397 0.719 0.025
C -0.175 -0.828 -0.040
C 0.123 1.516 -1.168
C 0.205 1.336 1.255
C 0.580 -1.379 -1.229
C 0.011 -1.564 1.261
O -1.881 0.814 0.207
S -2.597 -0.762 -0.264
H 0.035 2.681 -0.921
H -0.552 1.382 -2.015
H 1.151 1.227 -1.585
H 1.255 1.589 1.101
H -0.067 0.808 2.157
H -0.144 2.292 1.307
H -0.012 -1.390 -2.185
H 0.882 -2.371 -1.120
H 1.410 -0.712 -1.265
H 1.091 -1.617 1.445
H -0.343 -2.623 1.005
H -0.574 -1.120 2.029
*
```

As for the HOMO energy (alpha / beta): -7.84 / -7.84 eV. The orbital gap (alpha / beta) comes out at 7.27 / 7.27 eV. Its LUMO energy (alpha / beta) is -0.6 / -0.6 eV.

A molecular structure, C7H8CrN2O5 in a non-equilibrium geometry, computed with wB97M-V/def2-TZVPD.

Structure (ORCA input):
```
! wB97M-V def2-TZVPD RIJCOSX def2/J DEFGRID3
* xyz 2 5
Cr 1.117 0.889 1.235
C 0.533 2.085 2.583
O -0.190 2.788 3.178
C 3.000 0.244 1.099
O 4.101 -0.165 0.981
C 1.150 1.719 -0.631
O 1.096 2.199 -1.702
C 0.540 -0.945 1.472
O 0.176 -2.057 1.698
C 0.842 -1.919 -2.501
H 0.045 -2.358 -1.901
H 0.439 -0.996 -2.879
C 2.103 -1.971 -2.110
H 2.628 -1.029 -2.128
H 2.278 -2.317 -1.098
N -2.461 -0.174 1.309
C -1.978 0.520 0.272
N -2.902 1.085 -0.554
O -0.739 0.720 0.078
H -3.436 -0.371 1.374
H -1.854 -0.789 1.805
H -2.593 1.713 -1.265
H -3.895 1.129 -0.317
*
```

As for the HOMO energy (alpha / beta): -16.08 / -16.05 eV. The orbital gap (alpha / beta) comes out at 6.03 / 5.15 eV. Its LUMO energy (alpha / beta) is -10.1 / -10.9 eV.

11 unconnected molecules or ions with the total composition C4H29NO12 in a non-equilibrium geometry, computed with wB97M-V/def2-TZVPD.

Structure (ORCA input):
```
! wB97M-V def2-TZVPD RIJCOSX def2/J DEFGRID3
* xyz 0 1
C -3.081 0.830 2.181
N -1.866 0.384 2.499
C -1.742 -0.334 3.791
C -0.574 0.665 1.781
C -0.486 -0.451 0.685
O -0.716 0.177 -0.597
O -3.323 1.763 1.418
H -3.929 0.283 2.539
H -1.826 0.467 4.540
H -2.605 -1.001 3.890
H -0.861 -0.967 3.770
H 0.304 0.604 2.453
H -0.820 1.645 1.369
H 0.389 -1.089 0.602
H -1.300 -1.153 0.862
H -0.859 -0.547 -1.277
H -0.010 -2.176 -2.438
H -0.776 -2.642 -1.213
O -0.885 -2.082 -2.013
H 1.882 -1.095 -3.168
H 1.794 -1.024 -1.698
O 1.809 -1.691 -2.403
H 3.770 -0.405 -0.457
H 2.663 -0.285 0.461
O 3.145 -0.990 -0.015
H -1.090 2.380 -2.004
H -0.951 3.551 -2.908
O -0.421 3.064 -2.266
H 2.197 1.993 -2.177
H 3.614 1.515 -2.449
O 2.735 1.480 -2.835
H -0.256 -3.434 0.976
H 0.610 -4.021 -0.167
O -0.308 -3.773 0.080
H -3.052 2.566 -0.947
H -2.067 1.305 -0.730
O -2.617 1.814 -1.355
H 1.787 1.821 1.484
H 2.662 0.997 2.558
O 1.902 1.580 2.415
H 0.900 2.691 -1.196
H 0.547 1.422 -0.658
O 1.325 2.028 -0.569
H 3.020 -3.091 -0.245
H 2.090 -3.204 -1.292
O 2.344 -3.737 -0.510
*
```

As for the HOMO energy: -9.42 eV. As for the SMILES: CN(C=O)CCO.O.O.O.O.O.O.O.O.O.O. The orbital gap comes out at 9.30 eV. Its LUMO energy is -0.1 eV.

3 unconnected molecules or ions with the total composition C31H58Br4N3O6P2SSi in a non-equilibrium geometry, computed with wB97M-V/def2-TZVPD.

Structure (ORCA input):
```
! wB97M-V def2-TZVPD RIJCOSX def2/J DEFGRID3
* xyz 1 1
C 4.219 -3.919 1.658
C 3.936 -3.342 0.272
C 3.790 -1.818 0.394
C 5.150 -1.101 0.473
C 5.245 -0.007 1.534
C 4.065 0.943 1.493
C 4.123 2.089 2.529
C 2.752 2.306 3.182
C 1.878 3.117 2.228
C 0.397 3.142 2.567
C -0.290 1.791 2.396
C -0.402 1.321 0.954
C -1.428 1.984 0.029
C -2.855 1.383 -0.138
P -3.335 1.625 -2.015
P -2.356 3.425 -2.715
O -2.075 4.410 -1.669
O -1.033 3.033 -3.534
O -3.319 3.968 -3.850
C -2.912 -0.153 0.007
S -2.680 -0.638 1.807
O -1.895 -0.690 -0.767
C -2.022 -1.971 -1.314
O -2.146 -2.041 -2.478
C -1.838 -3.170 -0.462
C -0.572 -3.770 -0.447
C -0.326 -4.897 0.340
C -1.346 -5.442 1.122
C -2.617 -4.867 1.083
C -2.865 -3.738 0.300
N -4.236 -0.679 -0.392
C -5.226 -0.034 0.353
N -6.065 -0.742 1.098
N -5.300 1.275 0.254
C -4.063 2.104 0.534
O -4.274 3.280 -0.224
Si -4.087 2.756 2.362
C -2.890 4.167 2.658
C -5.802 3.545 2.521
C -4.032 1.523 3.772
H 4.461 -4.973 1.640
H 3.348 -3.737 2.280
H 5.024 -3.350 2.114
H 4.737 -3.538 -0.429
H 2.981 -3.708 -0.080
H 3.170 -1.421 -0.406
H 3.237 -1.638 1.315
H 5.887 -1.877 0.643
H 5.330 -0.627 -0.488
H 6.120 0.591 1.286
H 5.414 -0.409 2.530
H 4.053 1.378 0.495
H 3.116 0.426 1.604
H 4.896 1.943 3.274
H 4.337 2.996 1.972
H 2.302 1.352 3.435
H 2.907 2.892 4.085
H 2.238 4.141 2.259
H 2.069 2.773 1.214
H 0.299 3.433 3.612
H -0.080 3.929 1.989
H -1.223 1.722 2.947
H 0.381 1.078 2.870
H 0.564 1.564 0.521
H -0.431 0.242 0.918
H -0.961 1.929 -0.942
H -1.477 3.044 0.234
H -2.646 0.604 -2.693
H -0.747 2.128 -3.368
H -2.788 4.537 -4.428
H -1.758 -1.592 1.656
H 0.227 -3.360 -1.047
H 0.643 -5.361 0.360
H -1.178 -6.297 1.754
H -3.421 -5.279 1.669
H -3.860 -3.329 0.299
H -4.375 -0.585 -1.399
H -6.425 -1.619 0.758
H -6.372 -0.428 2.004
H -6.131 1.677 0.684
H -4.180 4.084 0.299
H -2.361 4.510 1.776
H -2.198 3.886 3.441
H -3.446 5.018 3.035
H -5.992 4.326 1.797
H -5.885 3.914 3.535
H -6.567 2.772 2.440
H -4.530 0.592 3.515
H -4.547 1.979 4.610
H -3.037 1.258 4.107
Br 5.499 -2.760 -3.017
C 4.736 -4.053 -4.262
C 3.236 -4.092 -4.206
Br 2.597 -5.034 -2.626
H 5.186 -5.012 -4.027
H 5.067 -3.728 -5.245
H 2.834 -4.644 -5.053
H 2.800 -3.102 -4.179
Br 2.553 -0.274 -4.231
C 2.916 0.443 -6.007
C 3.332 -0.635 -6.974
Br 5.170 -1.201 -6.673
H 3.674 1.208 -5.886
H 1.984 0.900 -6.329
H 3.310 -0.255 -7.993
H 2.710 -1.521 -6.905
*
```

As for the HOMO energy: -11.35 eV. The orbital gap comes out at 7.54 eV. Its LUMO energy is -3.8 eV.

C3H6FN in the gas phase in a non-equilibrium geometry, computed with wB97M-V/def2-TZVPD.

Structure (ORCA input):
```
! wB97M-V def2-TZVPD RIJCOSX def2/J DEFGRID3
* xyz 0 3
C 1.645 0.194 0.214
C 0.739 -0.754 0.410
C -1.518 -0.229 -0.220
N -0.324 -1.061 -0.483
F -0.632 -2.310 -0.073
H 2.431 0.347 0.991
H 1.506 0.808 -0.743
H 0.678 -1.361 1.264
H -2.444 -0.712 -0.660
H -1.676 -0.171 0.897
H -1.290 0.830 -0.740
*
```

As for the HOMO energy (alpha / beta): -5.16 / -10.23 eV. The orbital gap (alpha / beta) comes out at 6.30 / 8.11 eV. Its LUMO energy (alpha / beta) is 1.1 / -2.1 eV.